Entry w
19
Properties=species:S:1:pos:R:3 method="wB97M-V/def2-TZVPD" spin_multiplicity=2 s_squared=0.75 orbital_gap_ev="12.70 / 9.70" total_charge=+1 lumo_ha="-0.1023 / -0.2550"
N 0.55 -0.46 -0.09
C -1.69 0.10 -0.90
C -0.47 0.58 -0.07
C 1.44 -0.60 1.06
C -0.85 1.19 1.28
C 1.11 -0.84 -1.36
H -1.58 0.24 -1.96
H -1.40 0.42 1.83
H 1.83 -1.63 -1.22
H -1.58 1.96 1.04
H 1.55 0.04 -1.83
H -1.83 -0.95 -0.65
H 0.97 -1.31 1.76
H 2.41 -0.98 0.75
H -0.01 1.52 1.87
H 0.32 -1.15 -2.03
H -2.59 0.63 -0.58
H 1.55 0.37 1.54
H 0.05 1.37 -0.65

=====

Entry x
19
Properties=species:S:1:pos:R:3 method="wB97M-V/def2-TZVPD" spin_multiplicity=2 s_squared=0.75 orbital_gap_ev="5.91 / 2.74" total_charge=+1 lumo_ha="-0.2232 / -0.3399"
N 0.56 -1.57 2.41
C 1.24 -0.66 3.40
C -2.25 -0.25 -2.92
C -0.93 0.04 -2.71
C -0.07 0.55 -3.88
C 0.95 0.79 3.01
H -0.12 1.06 3.11
H -0.47 0.19 -1.73
H 1.27 1.10 2.01
H 0.75 -0.81 4.37
H 0.49 -0.91 1.64
H -0.42 -1.62 2.66
H -2.49 -0.72 -3.88
H 1.40 1.57 3.65
H -3.00 -0.04 -2.15
H 0.06 -0.17 -4.69
H 0.97 0.76 -3.59
H 2.31 -0.92 3.52
H -0.26 1.59 -4.23

=====

Relative calculated energies, zero for the most stable structure, unit eV: entry w 0.000; entry x 3.131.

=====

Entry w
13
Properties=species:S:1:pos:R:3 method="wB97M-V/def2-TZVPD" orbital_gap_ev=9.40 total_charge=0 lumo_ha=0.0058
N 1.25 0.52 -0.30
N -1.83 0.66 2.41
C -1.13 2.27 -0.90
C -1.44 1.64 0.08
C -1.35 0.95 1.40
C 0.69 -0.56 -0.67
C 0.52 -1.80 0.14
H 0.48 -2.66 -0.52
H 1.38 -1.91 0.81
H -0.43 -1.75 0.66
H 2.13 0.48 0.19
H -0.53 2.74 -1.63
H 0.26 -0.59 -1.67

=====

Entry x
13
Properties=species:S:1:pos:R:3 method="wB97M-V/def2-TZVPD" smiles=c1cn2c(n1)CC2 orbital_gap_ev=9.62 total_charge=0 lumo_ha=0.0350
N 1.34 1.26 -0.07
N 0.08 -0.55 0.30
C 0.16 0.80 0.23
C 1.33 -1.04 -0.04
C -1.37 -0.55 0.00
C 2.09 0.10 -0.20
C -1.34 1.00 0.17
H -1.81 1.37 1.08
H -1.56 -0.86 -1.03
H 3.15 0.14 -0.40
H -1.97 -1.14 0.69
H -1.69 1.57 -0.70
H 1.59 -2.09 -0.04

=====

Entry y
13
Properties=species:S:1:pos:R:3 method="wB97M-V/def2-TZVPD" smiles=N#C[C@H]1C[C@H]2CN21 orbital_gap_ev=10.96 total_charge=0 lumo_ha=0.0353
N -2.03 0.34 2.02
N 0.60 -1.14 -0.08
C -0.42 0.59 -0.97
C -0.81 -0.61 -0.08
C 1.29 -0.11 0.71
C 1.01 0.15 -0.73
C -1.37 -0.14 1.20
H 2.30 -0.33 1.05
H 1.77 0.18 -1.51
H -0.71 1.59 -0.63
H 0.66 0.32 1.49
H -0.74 0.44 -2.00
H -1.55 -1.30 -0.47

=====

Entry z
13
Properties=species:S:1:pos:R:3 method="wB97M-V/def2-TZVPD" orbital_gap_ev="7.74 / 7.74" total_charge=0 lumo_ha="0.0124 / 0.0124"
N 0.09 -0.54 0.14
N -1.98 0.28 2.59
C 0.12 0.77 -1.48
C 1.21 0.15 -0.56
C -0.80 -0.13 -0.72
C -1.14 -0.35 2.10
C -0.08 -0.98 1.42
H 1.73 0.85 0.11
H -1.87 -0.32 -0.64
H -0.05 1.82 -1.23
H 1.91 -0.53 -1.05
H 0.21 0.65 -2.56
H 0.63 -1.66 1.88

=====

Relative calculated energies, zero for the most stable structure, unit eV: entry w 3.258; entry x 0.000; entry y 1.226; entry z 1.902.

=====

Entry w
14
Properties=species:S:1:pos:R:3 method="wB97M-V/def2-TZVPD" orbital_gap_ev=9.33 total_charge=0 lumo_ha=0.0203
S -0.89 1.60 -1.16
N 0.63 -1.74 0.75
N 1.89 1.90 -0.61
N 0.08 0.35 -0.29
C 1.36 0.71 -0.31
C -0.32 -0.85 0.41
C -1.79 -0.92 0.26
H -2.18 -1.75 1.00
H -2.42 -0.02 0.46
H 0.35 -2.75 1.17
H 2.06 0.02 -0.06
H 0.19 2.73 -0.45
H 2.75 1.96 -0.32
H -1.72 -1.23 -0.84

=====

Entry x
14
Properties=species:S:1:pos:R:3 method="wB97M-V/def2-TZVPD" orbital_gap_ev=8.42 total_charge=0 lumo_ha=-0.0037
S -3.47 -0.44 0.36
N -1.54 1.24 -0.32
N 0.34 -1.04 -0.35
N 0.97 0.10 0.04
C 2.35 -0.14 0.41
C -1.95 -0.04 -0.14
C -0.95 -1.09 -0.43
H -2.25 1.98 -0.27
H 2.80 0.83 0.64
H -0.68 1.43 -0.83
H 2.46 -0.78 1.29
H 2.87 -0.61 -0.42
H -1.38 -2.09 -0.72
H 0.44 0.65 0.74

=====

Entry y
14
Properties=species:S:1:pos:R:3 method="wB97M-V/def2-TZVPD" orbital_gap_ev="7.32 / 7.31" total_charge=0 lumo_ha="-0.0024 / -0.0024"
S 1.82 0.46 -1.73
N -0.38 0.09 -0.29
N -1.38 0.51 1.71
N -1.45 0.25 0.43
C -2.44 1.05 2.31
C 0.86 0.57 -0.30
C 2.02 -1.35 -1.73
H -0.75 -0.39 -1.19
H 3.10 -1.60 -1.72
H 1.12 1.04 0.67
H -3.25 1.69 1.87
H -2.31 1.18 3.33
H 1.51 -1.83 -2.55
H 1.54 -1.66 -0.82

=====

Relative calculated energies, zero for the most stable structure, unit eV: entry w 2.665; entry x 0.000; entry y 3.246.